{"formula": "C2H4NO3", "method": "ωB97M-V/def2-TZVPD", "species": ["C", "C", "N", "O", "O", "O", "H", "H", "H", "H"], "coordinates": [[0.58, -0.06, 0.27], [-1.55, -0.13, -0.36], [2.02, 0.26, 0.09], [2.03, 1.42, 0.41], [2.90, -0.49, -0.18], [-0.26, -0.01, -0.67], [0.16, -0.25, 1.32], [-1.76, -1.19, -0.55], [-2.30, 0.44, -0.95], [-1.81, 0.00, 0.61]], "charge": 1, "homo_lumo_gap_ev": 10.53, "lumo_ha": -0.2658, "energy_ev": -9757.3682, "e_homo_ev": -17.761}

=====

{"formula": "C2H4NOS", "method": "ωB97M-V/def2-TZVPD", "species": ["C", "C", "N", "O", "S", "H", "H", "H", "H"], "coordinates": [[0.12, -0.39, -0.65], [-0.88, -0.05, 0.42], [0.98, 0.86, -0.61], [2.08, 0.02, 0.97], [-0.22, 1.68, 0.30], [0.85, -1.30, -0.35], [-0.34, -0.33, -1.62], [-1.81, -0.11, 0.12], [-0.77, -0.39, 1.42]], "charge": -1, "homo_lumo_gap_ev": [6.09, 6.63], "lumo_ha": [0.1365, 0.1351], "energy_ev": -16506.1530, "e_homo_ev": [-2.377, -2.957]}

=====

{"formula": "C2H4NOS", "method": "ωB97M-V/def2-TZVPD", "species": ["C", "C", "N", "O", "S", "H", "H", "H", "H"], "coordinates": [[0.03, 0.91, 1.16], [1.13, 0.39, 0.66], [-1.11, -1.19, -2.27], [0.06, -1.25, -1.81], [-2.41, -1.45, -1.32], [-0.93, 0.50, 0.91], [0.04, 1.77, 1.82], [2.11, 0.78, 0.88], [1.08, -0.45, -0.02]], "charge": -1, "homo_lumo_gap_ev": 6.99, "lumo_ha": 0.1545, "energy_ev": -16509.9617, "e_homo_ev": -2.788}

=====

{"formula": "C2H4NP", "method": "ωB97M-V/def2-TZVPD", "species": ["C", "C", "N", "P", "H", "H", "H", "H"], "coordinates": [[-1.17, 0.13, 0.08], [-0.34, -0.73, 0.45], [-1.89, 1.07, -0.15], [3.28, 0.15, 0.17], [-0.80, -1.75, 0.72], [0.77, -0.50, 0.66], [-2.05, 1.10, -1.15], [2.19, 0.52, -0.77]], "homo_lumo_gap_ev": [7.37, 7.32], "lumo_ha": [-0.0617, -0.0633], "energy_ev": -12912.8183, "e_homo_ev": [-9.052, -9.038]}

=====

{"formula": "C2H4NP", "method": "ωB97M-V/def2-TZVPD", "species": ["C", "C", "N", "P", "H", "H", "H", "H"], "coordinates": [[-0.72, -0.22, -1.05], [-0.71, 0.61, 0.17], [-1.36, -1.16, -1.68], [0.03, -0.50, -2.57], [-0.15, 1.49, 0.14], [-0.08, 0.17, 0.96], [-1.70, 0.72, 0.56], [2.96, 0.18, -1.22]], "homo_lumo_gap_ev": [7.04, 9.50], "lumo_ha": [-0.0132, -0.0052], "energy_ev": -12912.2927, "e_homo_ev": [-7.400, -9.637]}

=====

{"formula": "C2H4NP", "method": "ωB97M-V/def2-TZVPD", "species": ["P", "N", "C", "C", "H", "H", "H", "H"], "coordinates": [[0.30, 0.32, -1.32], [-0.41, -0.30, 0.19], [0.58, -0.35, 1.26], [-0.38, 0.54, 1.47], [1.65, 0.00, -1.10], [0.59, 1.64, -1.01], [1.54, -0.86, 1.25], [-0.96, 1.10, 2.16]], "homo_lumo_gap_ev": 9.22, "lumo_ha": 0.0380, "smiles": "PN1C=C1", "energy_ev": -12912.9549, "e_homo_ev": -8.186}

=====

{"formula": "C2H4NP", "method": "ωB97M-V/def2-TZVPD", "species": ["C", "C", "N", "P", "H", "H", "H", "H"], "coordinates": [[-0.27, 1.55, -0.47], [0.36, 1.04, 0.64], [0.71, -0.27, 0.31], [-0.66, -0.17, -0.63], [-1.11, 2.21, -0.27], [0.36, -3.29, -0.76], [0.26, 1.32, 1.67], [0.35, -2.39, -0.48]], "homo_lumo_gap_ev": 7.61, "lumo_ha": -0.0404, "energy_ev": -12912.3562, "e_homo_ev": -8.707}

=====

{"formula": "C2H4Na", "method": "ωB97M-V/def2-TZVPD", "species": ["C", "C", "H", "H", "H", "H", "Na"], "coordinates": [[-0.78, 0.19, -0.02], [0.21, -0.50, -0.60], [-1.01, 1.22, -0.33], [-1.39, -0.26, 0.77], [0.82, -0.05, -1.39], [0.43, -1.53, -0.29], [1.72, 0.93, 1.85]], "charge": 1, "homo_lumo_gap_ev": 9.64, "lumo_ha": -0.1912, "energy_ev": -6548.5355, "e_homo_ev": -14.843}

=====

{"formula": "C2H4NaO2", "method": "ωB97M-V/def2-TZVPD", "species": ["O", "H", "O", "Na", "H", "C", "C", "H", "H"], "coordinates": [[-0.97, -1.11, 0.26], [-1.74, -1.69, 0.24], [1.06, 0.35, 0.44], [0.70, -1.31, 1.87], [1.83, 0.93, 0.44], [0.10, 0.74, -0.52], [-1.04, -0.14, -0.63], [0.31, 0.44, -1.65], [-0.25, 1.78, -0.43]], "charge": 1, "homo_lumo_gap_ev": 8.62, "lumo_ha": -0.1652, "energy_ev": -10642.0078, "e_homo_ev": -13.116}

=====

{"formula": "C2H4O2", "method": "ωB97M-V/def2-TZVPD", "species": ["C", "C", "O", "H", "H", "O", "H", "H"], "coordinates": [[0.14, -0.73, -0.18], [1.29, 0.09, -0.13], [2.45, 0.14, -0.40], [-0.10, -1.38, 0.66], [-0.36, -0.92, -1.12], [-1.11, 0.78, 0.38], [-2.08, 0.69, 0.34], [-0.24, 1.32, 0.46]], "homo_lumo_gap_ev": [7.93, 7.93], "lumo_ha": [0.0144, 0.0145], "smiles": "C=C=O.O", "energy_ev": -6229.2897, "e_homo_ev": [-7.536, -7.537]}

=====

{"formula": "C2H4O2", "method": "ωB97M-V/def2-TZVPD", "species": ["C", "O", "C", "O", "H", "H", "H", "H"], "coordinates": [[1.50, -0.41, 0.03], [0.42, 0.60, -0.15], [-0.82, 0.41, 0.15], [-1.46, -0.60, -0.03], [1.41, -1.10, -0.81], [2.39, 0.39, 0.07], [1.57, -0.69, 1.03], [-1.14, 1.45, 0.04]], "homo_lumo_gap_ev": 11.39, "lumo_ha": 0.0288, "smiles": "COC=O", "energy_ev": -6232.2236, "e_homo_ev": -10.609}

=====

{"formula": "C2H4O2", "method": "ωB97M-V/def2-TZVPD", "species": ["C", "O", "H", "H", "C", "O", "H", "H"], "coordinates": [[0.15, -2.22, -0.15], [-0.17, -2.74, -1.18], [-0.36, -1.44, 0.44], [1.12, -2.46, 0.35], [-0.41, 2.25, 0.78], [0.51, 2.93, 0.40], [-0.37, 1.88, 1.81], [-1.22, 2.02, 0.07]], "homo_lumo_gap_ev": 10.87, "lumo_ha": 0.0168, "smiles": "C=O.C=O", "energy_ev": -6231.7521, "e_homo_ev": -10.409}